{"formula": "C13H18Br33O2PSi", "method": "ωB97M-V/def2-TZVPD", "elements": ["C", "C", "Si", "P", "O", "O", "H", "H", "H", "H", "H", "H", "H", "C", "Br", "Br", "Br", "H", "C", "Br", "Br", "Br", "H", "C", "Br", "Br", "Br", "H", "C", "Br", "Br", "Br", "H", "C", "Br", "Br", "Br", "H", "C", "Br", "Br", "Br", "H", "C", "Br", "Br", "Br", "H", "C", "Br", "Br", "Br", "H", "C", "Br", "Br", "Br", "H", "C", "Br", "Br", "Br", "H", "C", "Br", "Br", "Br", "H"], "coordinates": [[-2.253436, -3.423409, 1.040270], [-1.068965, -3.893087, 0.598526], [0.537283, -3.203732, 1.250810], [0.515180, -0.959212, 0.818793], [-0.443243, -0.820576, -0.484902], [-0.525019, -0.488321, 2.035182], [-3.063389, -3.162352, 0.360371], [-2.451215, -3.257537, 2.093413], [-1.074251, -4.643521, -0.191730], [1.691125, -3.847114, 0.593596], [0.673744, -3.353058, 2.715875], [-0.888198, -1.630493, -0.790654], [-0.097285, -0.608854, 2.894490], [-2.208490, -2.336918, -4.149208], [-2.389450, -2.723676, -2.277429], [-2.760775, -3.813506, -5.241731], [-3.151818, -0.722811, -4.581648], [-1.156330, -2.161776, -4.331751], [-3.534804, 1.519394, -1.142626], [-4.894607, 0.197938, -1.437855], [-4.145037, 3.307093, -1.482867], [-2.770420, 1.357743, 0.610325], [-2.748618, 1.318841, -1.854838], [1.922141, -4.568723, -3.202928], [3.246535, -4.344017, -4.572752], [1.715373, -2.947608, -2.192059], [0.237464, -5.161636, -3.913763], [2.285151, -5.332861, -2.529805], [5.511170, -2.251968, -1.855214], [4.910961, -2.714670, -0.087034], [6.575537, -0.656276, -1.841412], [6.439739, -3.716765, -2.685690], [4.630923, -2.051850, -2.451809], [0.348412, 3.863379, -1.402429], [-0.485525, 2.550829, -2.539806], [-0.920436, 4.828097, -0.335463], [1.728330, 3.077293, -0.321728], [0.821533, 4.579281, -2.058423], [-1.235621, -5.263916, 5.491197], [-0.016247, -6.351149, 4.481675], [-1.362643, -3.492039, 4.754951], [-2.970243, -6.075551, 5.636262], [-0.835901, -5.169258, 6.490208], [-0.108956, 8.257122, 2.442394], [1.180062, 7.520380, 1.226089], [-0.320782, 10.151356, 2.183141], [-1.800916, 7.346488, 2.354312], [0.277273, 8.113560, 3.440830], [-6.836632, -1.843193, -4.878705], [-7.205303, -2.445957, -3.091467], [-7.245516, -3.196511, -6.180122], [-7.727768, -0.186574, -5.263952], [-5.773996, -1.654856, -4.935867], [-4.991953, -2.126190, 4.032741], [-4.110417, -0.758607, 3.011434], [-6.011599, -1.390722, 5.486314], [-6.065928, -3.258911, 2.909075], [-4.222969, -2.750506, 4.466802], [10.387136, -1.193032, 0.279043], [10.593512, 0.613199, -0.347757], [8.853870, -1.368671, 1.421118], [10.320659, -2.442667, -1.179940], [11.260102, -1.431039, 0.868524], [2.934970, 12.468686, 1.932805], [2.589045, 13.414138, 3.569615], [3.501782, 13.655938, 0.532291], [4.183039, 11.033092, 2.194213], [2.002650, 12.021830, 1.618681]], "atomic_forces_ev_per_a": [[0.1, 0.0, -0.2], [-0.1, -0.6, 0.8], [-0.2, -0.9, 0.3], [0.8, 0.5, 0.1], [0.0, -0.3, -0.2], [-0.3, -0.3, 0.0], [-0.5, -1.1, 0.2], [0.4, 1.2, -0.1], [0.1, 1.1, -1.0], [0.1, -0.1, 0.1], [0.1, 0.2, 0.0], [-0.1, 0.3, 0.3], [0.0, 0.2, -0.1], [0.1, 0.1, 0.1], [-0.2, -0.3, -0.1], [-0.2, 0.1, 0.0], [0.0, 0.1, -0.2], [0.0, 0.0, 0.0], [0.0, -0.1, 0.1], [-0.3, 0.0, 0.1], [-0.2, 0.0, -0.1], [0.1, 0.1, -0.1], [0.0, 0.0, 0.0], [0.1, -0.1, 0.0], [0.0, 0.0, -0.1], [-0.1, 0.2, -0.2], [0.1, 0.0, 0.0], [0.0, 0.0, 0.0], [0.0, 0.0, 0.0], [0.0, 0.0, 0.0], [0.0, 0.1, 0.0], [0.1, 0.0, 0.1], [0.0, 0.0, 0.0], [0.0, 0.1, 0.0], [0.1, 0.0, -0.1], [0.0, -0.1, 0.0], [0.0, -0.1, 0.0], [0.0, 0.0, 0.0], [0.0, 0.0, 0.0], [0.0, 0.0, 0.0], [-0.1, 0.1, 0.1], [0.0, 0.0, 0.0], [0.0, 0.0, 0.0], [0.1, -0.1, 0.0], [0.0, 0.1, 0.0], [0.0, 0.1, 0.0], [0.0, 0.0, 0.0], [0.0, 0.0, 0.0], [0.1, 0.0, 0.0], [0.0, 0.0, 0.1], [0.0, 0.0, 0.0], [0.0, 0.0, 0.0], [0.0, 0.0, 0.0], [0.1, 0.0, 0.0], [0.0, -0.1, 0.0], [0.0, 0.0, 0.0], [0.0, 0.0, 0.0], [0.0, 0.0, 0.0], [0.0, 0.0, 0.0], [0.0, 0.0, 0.0], [0.0, 0.0, 0.1], [0.0, 0.0, 0.0], [0.0, 0.0, 0.0], [-0.1, 0.0, 0.0], [0.0, 0.0, 0.0], [0.0, 0.0, 0.0], [0.0, 0.0, 0.0], [0.0, 0.0, 0.0]], "homo_energy_ev": -8.210, "lumo_ev": -0.4, "homo_lumo_gap_ev": 7.829, "total_energy_ha": -86229.7822, "charge": 0}